one | DFT (the ωB97M-V functional and the def2-TZVPD basis) results for a single C23H29N3O4 molecule.

Each line ends with the natural charge from an NBO analysis.
Positions of all 59 atoms, in Å:
C  9.6395  -2.8327  0.7360  -0.249
O  8.8536  -3.8930  1.2175  -0.534
C  7.7542  -4.2256  0.4031  -0.051
C  6.5907  -3.2325  0.5114  -0.534
C  5.3904  -3.7404  -0.2672  0.693
O  5.4414  -4.7327  -0.9693  -0.635
N  4.2538  -3.0116  -0.1455  -0.441
C  4.1122  -1.8634  0.7262  -0.213
C  2.8118  -1.1226  0.4357  -0.432
C  1.5875  -2.0214  0.6752  0.100
O  0.4822  -1.5829  -0.0985  -0.499
C  -0.2525  -0.5072  0.2890  0.315
C  -0.0545  0.2451  1.4426  -0.272
C  -0.8927  1.3080  1.7220  -0.147
C  -1.9474  1.6388  0.8808  -0.173
C  -2.7990  2.8075  1.2434  0.663
O  -2.3720  3.7603  1.8717  -0.634
N  -4.0919  2.7051  0.8648  -0.608
C  -5.0168  3.8032  0.9683  -0.259
C  -5.8594  3.9088  -0.2755  0.221
C  -6.6601  5.0198  -0.5122  -0.260
C  -7.4235  5.0451  -1.6673  -0.148
C  -7.3634  3.9701  -2.5374  -0.271
C  -6.5367  2.8969  -2.2189  0.236
C  -6.4222  1.7062  -3.1187  -0.643
N  -5.8088  2.8791  -1.1107  -0.479
C  -2.1341  0.8932  -0.2816  -0.165
C  -1.2973  -0.1613  -0.5728  -0.263
C  1.8930  -3.4621  0.2337  -0.429
C  3.0370  -3.4995  -0.7702  -0.229
H  9.9551  -3.0117  -0.2992  0.165
H  10.5175  -2.7857  1.3777  0.195
H  9.1132  -1.8719  0.7834  0.158
H  8.0605  -4.3172  -0.6475  0.175
H  7.4196  -5.2066  0.7475  0.200
H  6.8872  -2.2601  0.1104  0.221
H  6.3295  -3.1048  1.5639  0.225
H  4.1213  -2.1787  1.7798  0.185
H  4.9511  -1.1780  0.5728  0.212
H  2.7988  -0.7986  -0.6063  0.221
H  2.7636  -0.2288  1.0585  0.225
H  1.3129  -2.0205  1.7391  0.180
H  0.7437  0.0176  2.1313  0.208
H  -0.7374  1.9029  2.6093  0.233
H  -4.4038  1.9596  0.2597  0.422
H  -4.4425  4.7205  1.1358  0.243
H  -5.6798  3.6640  1.8351  0.207
H  -6.6783  5.8382  0.1904  0.220
H  -8.0563  5.8928  -1.8868  0.218
H  -7.9436  3.9570  -3.4472  0.218
H  -7.4084  1.3124  -3.3561  0.222
H  -5.8316  0.9328  -2.6364  0.229
H  -5.9384  1.9894  -4.0525  0.225
H  -2.9153  1.1518  -0.9817  0.215
H  -1.4272  -0.7435  -1.4717  0.224
H  0.9936  -3.8813  -0.2165  0.238
H  2.1588  -4.0674  1.1010  0.212
H  3.2378  -4.5206  -1.1007  0.253
H  2.7900  -2.8953  -1.6492  0.192

* SMILES string: COCCC(=O)N1CCC(Oc2ccc(C(=O)NCc3cccc(C)n3)cc2)CC1
* LUMO level: 0.0215 Eh
* HOMO-LUMO gap: 0.339 Eh
* spin multiplicity: 1

=====

two | DFT (the ωB97M-V functional and the def2-TZVPD basis) results for a single C23H29N3O4 molecule.

Each line ends with the natural charge from an NBO analysis.
Positions of all 59 atoms, in Å:
C  7.7315  -4.9696  -0.9610  -0.252
O  6.3703  -4.6513  -1.1200  -0.534
C  6.1253  -3.4110  -1.7365  -0.049
C  6.4463  -2.2014  -0.8423  -0.529
C  5.9804  -0.9160  -1.5041  0.688
O  6.7562  -0.2412  -2.1571  -0.637
N  4.6892  -0.5473  -1.3388  -0.442
C  3.6281  -1.2808  -0.6918  -0.217
C  2.5559  -1.6821  -1.7104  -0.439
C  2.0118  -0.4389  -2.4278  0.101
O  1.3495  0.4324  -1.5258  -0.510
C  0.0858  0.1618  -1.1071  0.314
C  -0.6953  -0.9182  -1.5078  -0.262
C  -1.9754  -1.0621  -1.0068  -0.158
C  -2.5133  -0.1403  -0.1176  -0.179
C  -3.8957  -0.3724  0.3901  0.672
O  -4.3695  -1.4879  0.5153  -0.634
N  -4.5986  0.7516  0.6526  -0.610
C  -5.8726  0.7262  1.3221  -0.260
C  -5.9338  1.7831  2.3935  0.221
C  -6.9608  1.8024  3.3298  -0.260
C  -6.9672  2.8127  4.2769  -0.148
C  -5.9586  3.7607  4.2564  -0.271
C  -4.9713  3.6662  3.2803  0.236
C  -3.8501  4.6551  3.2063  -0.643
N  -4.9719  2.6967  2.3757  -0.479
C  -1.7234  0.9316  0.2935  -0.162
C  -0.4430  1.0771  -0.1924  -0.264
C  3.1742  0.3510  -3.0362  -0.418
C  4.2160  0.6709  -1.9666  -0.232
H  8.2177  -4.3314  -0.2156  0.165
H  8.2710  -4.8806  -1.9113  0.167
H  7.7648  -6.0030  -0.6210  0.196
H  6.6972  -3.3261  -2.6721  0.174
H  5.0598  -3.4291  -1.9794  0.179
H  7.5280  -2.1148  -0.7293  0.236
H  6.0041  -2.3416  0.1439  0.217
H  4.0079  -2.1697  -0.1935  0.218
H  3.1673  -0.6277  0.0600  0.204
H  1.7505  -2.2018  -1.1896  0.224
H  2.9803  -2.3554  -2.4569  0.212
H  1.3218  -0.7383  -3.2299  0.186
H  -0.3234  -1.6524  -2.2050  0.210
H  -2.5826  -1.9036  -1.3043  0.235
H  -4.1557  1.6586  0.6432  0.421
H  -6.0161  -0.2737  1.7446  0.244
H  -6.6856  0.9033  0.6025  0.207
H  -7.7277  1.0440  3.3133  0.220
H  -7.7477  2.8592  5.0225  0.218
H  -5.9315  4.5607  4.9802  0.218
H  -3.2650  4.4853  2.3071  0.229
H  -3.2015  4.5493  4.0749  0.225
H  -4.2387  5.6714  3.1978  0.222
H  -2.0929  1.6412  1.0197  0.216
H  0.1808  1.8998  0.1212  0.223
H  2.7967  1.2794  -3.4645  0.223
H  3.6298  -0.2430  -3.8292  0.214
H  5.0776  1.1748  -2.4060  0.253
H  3.7651  1.3109  -1.2019  0.199

* SMILES string: COCCC(=O)N1CCC(Oc2ccc(C(=O)NCc3cccc(C)n3)cc2)CC1
* LUMO level: 0.0262 Eh
* HOMO-LUMO gap: 0.344 Eh
* spin multiplicity: 1

=====

three | DFT (the ωB97M-V functional and the def2-TZVPD basis) results for a single C23H29N3O4 molecule.

Each line ends with the natural charge from an NBO analysis.
Positions of all 59 atoms, in Å:
C  -1.6114  -4.9204  1.8944  -0.726
C  -1.4678  -5.0815  3.3860  0.578
O  -1.1592  -6.1338  3.8965  -0.532
C  -1.6759  -3.8557  4.2077  -0.136
C  -0.9988  -3.7596  5.4193  -0.181
C  -1.1040  -2.6103  6.1823  -0.194
C  -1.8744  -1.5526  5.7425  -0.263
C  -2.5703  -1.6450  4.5365  0.365
O  -3.2847  -0.5276  4.1882  -0.497
C  -4.0306  -0.5203  3.0019  -0.113
C  -3.2010  -0.5952  1.7586  0.286
C  -1.8782  -0.8476  1.5374  -0.330
C  -1.7704  -0.8724  0.1218  0.055
C  -0.5341  -1.3069  -0.5849  0.652
O  0.1291  -2.1959  -0.0711  -0.623
N  -0.2168  -0.7294  -1.7546  -0.409
C  -0.8767  0.4057  -2.3536  -0.222
C  0.0286  1.6363  -2.2683  -0.437
C  1.3728  1.3429  -2.9621  -0.026
N  2.3168  2.4444  -3.0038  -0.457
C  2.6122  3.0846  -1.7361  -0.220
C  3.8871  3.9137  -1.8739  -0.400
C  3.6982  4.9775  -2.9490  -0.397
C  3.2763  4.3000  -4.2478  -0.400
C  2.0324  3.4458  -4.0131  -0.211
C  2.0039  0.1026  -2.3172  -0.405
C  1.0356  -1.0765  -2.3960  -0.227
N  -2.9363  -0.6399  -0.4265  -0.120
O  -3.8291  -0.4667  0.5770  -0.266
C  -2.4848  -2.8048  3.7804  -0.298
H  -1.0274  -4.0726  1.5397  0.254
H  -1.2731  -5.8280  1.4012  0.240
H  -2.6553  -4.7531  1.6358  0.226
H  -0.3859  -4.5886  5.7373  0.234
H  -0.5756  -2.5327  7.1203  0.219
H  -1.9566  -0.6405  6.3119  0.226
H  -4.5825  0.4258  3.0143  0.225
H  -4.7667  -1.3398  2.9876  0.200
H  -1.0901  -1.0037  2.2419  0.259
H  -1.8317  0.5796  -1.8606  0.245
H  -1.0742  0.1676  -3.4050  0.192
H  -0.4652  2.4839  -2.7456  0.215
H  0.2005  1.8813  -1.2185  0.203
H  1.1595  1.0912  -4.0096  0.191
H  2.7581  2.3203  -0.9723  0.202
H  1.7896  3.7480  -1.4117  0.159
H  4.7066  3.2518  -2.1567  0.203
H  4.1292  4.3750  -0.9149  0.206
H  4.6221  5.5394  -3.0960  0.209
H  2.9223  5.6802  -2.6345  0.192
H  4.0825  3.6533  -4.5968  0.203
H  3.0692  5.0431  -5.0197  0.206
H  1.7562  2.9400  -4.9416  0.199
H  1.1938  4.1032  -3.7177  0.156
H  2.2329  0.2932  -1.2683  0.201
H  2.9337  -0.1405  -2.8304  0.223
H  1.4428  -1.9490  -1.8828  0.249
H  0.8332  -1.3334  -3.4410  0.191
H  -3.0367  -2.9062  2.8612  0.224

* SMILES string: CC(=O)c1cccc(OCc2cc(C(=O)N3CCC(N4CCCCC4)CC3)no2)c1
* LUMO level: 0.0169 Eh
* HOMO-LUMO gap: 0.330 Eh
* spin multiplicity: 1

=====

It is three that is the least stable of them.

=====

one | DFT (the ωB97M-V functional and the def2-TZVPD basis) results for a single C7H10O2 molecule.

Each line ends with the natural charge from an NBO analysis.
Positions of all 19 atoms, in Å:
C  3.7224  -1.2160  -0.0771  -0.119
C  2.8851  -0.3997  -0.1378  -0.097
C  -0.3975  0.1314  -1.2804  -0.113
C  -0.7104  -1.0562  -0.2373  0.114
C  1.6220  0.2838  -0.1645  0.530
C  -2.1529  -0.6189  0.2239  -0.636
C  1.3864  1.3224  0.9444  -0.679
O  1.0764  0.1541  -1.3727  -0.452
O  0.1892  -1.0520  0.6812  -0.663
H  4.7351  -1.5241  -0.1450  0.234
H  -0.8932  -0.1415  -2.2793  0.212
H  -0.7418  1.2154  -0.9421  0.185
H  -0.7509  -1.9494  -0.9145  0.128
H  -2.6821  -0.1257  -0.5826  0.190
H  -2.3395  -0.0521  1.1587  0.220
H  -2.6926  -1.4820  0.3161  0.208
H  1.9890  1.2119  1.9196  0.258
H  0.3814  1.2747  1.2875  0.255
H  1.5853  2.2512  0.4489  0.224

* LUMO level (spin up / spin down): -0.0078 / -0.0079 Eh
* HOMO-LUMO gap (spin up / spin down): 0.312 / 0.312 Eh
* spin multiplicity: 1

=====

two | DFT (the ωB97M-V functional and the def2-TZVPD basis) results for a single C7H10O2 molecule.

Each line ends with the natural charge from an NBO analysis.
Positions of all 19 atoms, in Å:
C  2.3724  0.0054  0.0666  0.741
C  1.6769  -1.2033  0.3440  -0.574
C  0.4576  -1.4215  -0.5331  -0.392
C  0.0950  1.0714  -0.1000  0.105
C  -0.5415  -0.1856  -0.5048  0.145
C  -0.5108  2.3140  0.5243  -0.678
C  -1.9334  -0.5225  -0.2415  -0.633
O  3.3512  0.6376  -0.0064  -0.439
O  -0.2449  0.9067  -1.4695  -0.534
H  2.4309  -1.8688  0.2827  0.233
H  1.2191  -1.2587  1.3442  0.280
H  0.6135  -1.8536  -1.5857  0.233
H  -0.0482  -2.2759  -0.0348  0.207
H  0.1666  3.0835  0.7878  0.230
H  -0.9356  1.9855  1.4570  0.205
H  -1.3948  2.5726  -0.0014  0.216
H  -2.5561  0.4206  -0.0774  0.227
H  -1.8266  -1.1815  0.6042  0.209
H  -2.3911  -1.2259  -0.8563  0.219

* LUMO level (spin up / spin down): 0.0154 / 0.0156 Eh
* HOMO-LUMO gap (spin up / spin down): 0.262 / 0.268 Eh
* spin multiplicity: 1

=====

It is one that is the least stable of them.

=====

one | DFT (the ωB97M-V functional and the def2-TZVPD basis) results for 2 unconnected molecules or ions with the total composition C33H38BNO2S2.

Each line ends with the Mulliken charge.
Positions of all 77 atoms, in Å:
C  1.6629  -5.4133  2.0470  -1.503
C  0.9033  -4.1665  1.6291  0.777
C  1.5761  -2.9867  1.2846  -1.262
C  0.8631  -1.8617  0.8491  1.160
C  -0.4926  -1.9046  0.5791  -0.030
C  -1.4428  -0.6498  0.0819  0.459
C  -1.7574  0.1322  -1.1109  0.149
C  -2.1760  1.4798  -1.1623  -1.193
C  -3.0255  1.7393  -2.2515  -1.687
C  -2.9603  0.7859  -3.2434  0.964
C  -3.7517  0.8824  -4.4951  -1.340
S  -1.8162  -0.4599  -2.7672  -0.266
C  -1.5701  0.2608  1.2560  -0.176
C  -2.8320  0.8075  1.4829  -0.611
N  -2.8789  1.4064  2.6962  0.321
C  -4.0907  1.8979  3.2971  -1.064
C  -1.6412  1.2551  3.3214  -0.514
C  -1.3456  1.6249  4.6137  -1.070
C  -0.0726  1.2793  5.1066  -0.604
C  0.8159  0.5776  4.2803  -1.741
C  0.4994  0.2486  2.9560  0.773
C  -0.7704  0.5326  2.4493  1.078
C  -1.1790  -3.0475  0.9892  -1.011
C  -0.4880  -4.1615  1.4799  -1.126
H  1.0441  -6.0331  2.6993  0.401
H  1.9339  -6.0315  1.1801  0.241
H  2.5883  -5.1806  2.5881  0.380
H  2.6724  -2.9443  1.3350  0.402
H  1.4259  -0.9610  0.6377  0.277
H  -2.3487  -1.2543  -0.0016  0.873
H  -2.0016  2.2066  -0.3808  1.646
H  -3.6811  2.6073  -2.2839  0.353
H  -4.8039  1.0590  -4.2349  0.311
H  -3.4066  1.7585  -5.0551  0.282
H  -3.6565  -0.0167  -5.0924  0.396
H  -3.6897  0.8070  0.8077  0.509
H  -3.8596  2.7778  3.9091  0.347
H  -4.7871  2.1503  2.4852  0.357
H  -4.5623  1.1265  3.9347  0.297
H  -2.1011  2.1473  5.2100  0.325
H  0.2002  1.5455  6.1356  0.370
H  1.7813  0.2838  4.6863  0.439
H  1.2526  -0.2316  2.3686  0.814
H  -2.2575  -3.1181  0.9448  0.454
H  -1.0078  -5.0803  1.7583  0.339
C  4.0074  -3.9159  -2.1586  -1.445
C  2.8172  -3.0636  -2.0404  0.821
C  1.4961  -3.4548  -2.0326  -1.326
C  0.5954  -2.3625  -1.9508  -0.915
C  1.2626  -1.1551  -1.8106  1.522
B  1.1228  0.3484  -1.5422  -0.460
O  0.9803  1.1695  -2.5989  -0.627
C  1.3161  2.4821  -2.0913  1.789
C  2.6788  2.8259  -2.6946  -1.971
C  0.2571  3.4205  -2.6323  -1.554
C  1.3416  2.3088  -0.4910  1.314
C  2.7175  2.4918  0.1448  -1.921
C  0.3903  3.2081  0.2634  -1.595
O  0.9871  0.9402  -0.2957  0.506
S  3.0019  -1.3593  -1.9497  -0.483
H  3.8285  -4.8426  -1.6150  0.338
H  4.1952  -4.1313  -3.2136  0.299
H  4.8641  -3.3851  -1.7378  0.402
H  1.2059  -4.4980  -2.0326  0.409
H  -0.4778  -2.5411  -1.9148  0.438
H  3.0242  3.7716  -2.2833  0.380
H  3.4077  2.0359  -2.5113  0.225
H  2.5620  2.9403  -3.7732  0.489
H  0.4308  4.4392  -2.2573  0.299
H  0.3290  3.4310  -3.7250  0.493
H  -0.7518  3.0771  -2.3665  0.103
H  3.0252  3.5466  0.0951  0.420
H  2.6618  2.2046  1.2074  0.398
H  3.4859  1.8664  -0.3414  0.303
H  0.7553  4.2509  0.2189  0.518
H  -0.6078  3.1829  -0.1811  0.254
H  0.3254  2.8901  1.3115  0.282

* SMILES string: Cc1ccc([C@H](c2ccc(C)s2)c2cn(C)c3ccccc23)cc1.Cc1ccc(B2OC(C)(C)C(C)(C)O2)s1
* LUMO level: 0.0222 Eh
* HOMO-LUMO gap: 0.286 Eh
* spin multiplicity: 1

=====

two | DFT (the ωB97M-V functional and the def2-TZVPD basis) results for 2 unconnected molecules or ions with the total composition C33H38BNO2S2.

Each line ends with the Mulliken charge.
Positions of all 77 atoms, in Å:
C  -2.1525  5.6685  -0.3535  -1.238
C  -1.6919  4.4488  0.3411  0.544
C  -1.6123  4.1312  1.6931  -0.605
C  -0.9913  2.8499  1.9572  -1.144
C  -0.5571  2.2263  0.8105  0.400
B  0.6545  1.1127  0.4358  1.340
C  -0.2524  -0.1845  0.0655  0.372
C  -1.0763  -0.9374  0.8738  -1.078
C  -1.8682  -1.8545  0.0954  -0.687
C  -1.5439  -1.8569  -1.2508  0.496
C  -2.2425  -2.5772  -2.3312  -1.271
S  -0.2145  -0.7625  -1.5714  -0.224
O  1.3478  1.6060  -0.7298  -0.676
C  2.7055  1.7900  -0.3611  1.497
C  3.6054  1.3928  -1.5276  -1.834
C  2.9565  3.2729  -0.1067  -2.029
C  2.7989  0.8374  0.9650  1.925
C  3.0533  -0.5996  0.5233  -1.793
C  3.7774  1.2722  2.0370  -1.947
O  1.5071  0.9185  1.5578  -0.697
S  -1.0029  3.1663  -0.5871  -0.279
H  -2.6471  6.3652  0.3201  0.345
H  -1.2620  6.1453  -0.7852  0.239
H  -2.8420  5.4269  -1.1675  0.287
H  -1.9495  4.8247  2.4470  0.356
H  -0.8871  2.4111  2.9443  0.405
H  -1.1743  -0.8108  1.9545  0.486
H  -2.6611  -2.4853  0.5033  0.521
H  -2.8508  -3.3824  -1.9041  0.293
H  -2.9081  -1.8773  -2.8579  0.234
H  -1.5246  -2.9983  -3.0441  0.336
H  4.6626  1.4788  -1.2447  0.339
H  3.4086  0.3854  -1.8964  0.323
H  3.4355  2.0922  -2.3515  0.469
H  4.0256  3.4493  0.0868  0.401
H  2.7063  3.8327  -1.0180  0.468
H  2.3698  3.6700  0.7303  0.297
H  4.1229  -0.7476  0.3323  0.369
H  2.7439  -1.2905  1.3154  0.359
H  2.4848  -0.8464  -0.3869  0.276
H  4.8068  1.1301  1.7011  0.352
H  3.6153  2.3184  2.3085  0.369
H  3.6054  0.6515  2.9208  0.406
C  1.1970  -1.0858  9.4510  -0.858
N  0.5849  -1.7191  8.2961  0.206
C  -0.7472  -1.7620  8.0547  -0.890
C  -0.9951  -2.5226  6.8626  0.785
C  -2.2071  -2.5898  6.1543  -1.010
C  -2.5007  -3.5664  5.1237  0.701
C  -1.8787  -3.5069  3.8513  -0.835
C  -2.1826  -4.4332  2.8600  -0.536
C  -3.1020  -5.4726  3.1006  0.876
C  -3.4622  -6.4154  1.9999  -1.310
C  -3.7004  -5.5583  4.3704  -0.773
C  -3.4418  -4.6065  5.3476  -0.657
C  0.3261  -3.0570  6.4629  1.025
C  0.7860  -4.0170  5.5719  -0.109
C  2.1747  -4.2049  5.4479  -0.780
C  3.0960  -3.4652  6.2122  -0.764
C  2.6395  -2.5983  7.2067  -0.908
C  1.2694  -2.4496  7.3229  0.205
H  2.2827  -1.0835  9.3551  0.264
H  0.8653  -0.0448  9.5585  0.340
H  0.9165  -1.6269  10.3662  0.348
H  -1.4499  -1.2794  8.7345  0.459
H  -3.0423  -1.9734  6.5461  0.460
H  -1.1480  -2.7028  3.6923  0.843
H  -1.6929  -4.3392  1.8866  0.610
H  -4.1361  -7.2066  2.3429  0.357
H  -3.9624  -5.9019  1.1631  0.294
H  -2.5495  -6.8767  1.5991  0.340
H  -4.3987  -6.3737  4.5809  0.315
H  -3.9326  -4.6739  6.3287  0.413
H  0.0834  -4.6272  5.0023  0.479
H  2.5478  -4.9304  4.7232  0.408
H  4.1651  -3.5801  6.0660  0.427
H  3.3071  -2.0545  7.8704  0.273

* LUMO level: -0.1211 Eh
* HOMO-LUMO gap: 0.088 Eh
* spin multiplicity: 1

=====

It is two that is the least stable of them.